Computed, not measured: a 12-piece molecular cluster, C64H87N2O26P2 overall at a distorted geometry, with the ωB97M-V functional and the def2-TZVPD basis.

The calculation puts the LUMO energy at -2.10 eV. The value obtained for the HOMO-LUMO gap is 7.284 eV. The net charge is +1.

Structure (XYZ):
```
181
Properties=species:S:1:pos:R:3:mulliken_charge:R:1
H 2.48905 -2.14796 -1.14913 -0.044
H -1.49933 0.26032 2.33085 0.174
C -5.27529 -2.74113 2.65589 -0.368
H -0.78432 -5.72515 -1.76624 0.696
O -4.11269 1.53326 -1.50175 -0.371
C -4.11013 -1.62742 -3.54261 -0.686
H 0.96754 -2.66009 -5.27400 -0.139
H 4.26503 2.61606 -4.82229 0.393
H -4.80684 -0.19778 9.18253 0.402
H -0.12140 -6.69493 -3.99616 0.477
O 8.57767 1.94633 -3.03659 -0.409
H 2.84887 4.55372 5.26820 0.263
H -2.40532 0.69501 0.91264 -0.087
O -3.92434 -4.71314 -5.64358 -0.628
H 7.23876 1.95912 -1.31978 -0.251
H 0.79667 4.31573 -3.17277 0.240
H -5.64804 -0.63144 0.11429 0.361
C -4.28194 -2.48354 -4.69105 -1.394
H -0.78167 1.71405 -4.61385 0.530
C -1.74301 -0.06854 1.32060 -0.594
H 4.15464 -4.61330 3.46992 0.341
H 1.70655 -6.77567 -5.59180 0.274
C 0.94493 -5.18527 -8.20083 -0.548
H 2.26898 4.29261 1.97211 -0.066
H 2.89944 -4.36908 -0.94655 0.618
C 1.06817 -4.98805 -1.37958 0.588
N 1.25801 -0.48989 -0.90411 1.087
C 1.92439 -4.24175 -8.15581 -0.557
H 5.47116 5.83952 1.68757 0.479
H 3.15770 -0.56529 -1.74140 0.080
H 3.80605 -5.26464 -3.29437 0.453
H 8.47728 0.77042 -1.30954 0.349
H 2.62491 -4.23196 -8.97774 0.318
O -2.98857 -1.12800 -1.50316 1.061
O 1.66457 1.19064 5.45986 -0.340
C 4.59244 1.73923 -4.26366 -0.674
C 1.39824 3.88943 2.48917 -0.139
H -2.32298 -5.11600 -3.54604 0.549
H 0.14991 -1.56833 4.44298 0.048
C 8.25732 1.77780 -1.66293 -0.264
C 0.99512 0.89061 -1.07672 -0.378
H 1.48551 -4.15879 0.30755 0.118
H 0.82859 -5.89835 -9.00357 0.434
H -3.46634 -5.52976 -5.43147 0.346
H 4.89337 -3.73435 4.82691 0.284
N -0.61777 0.02023 0.33427 1.489
H -6.76134 3.12807 0.86960 0.267
H 3.45590 5.41883 -0.05222 0.478
H -0.38558 2.22373 -0.05126 0.642
O -4.12810 -2.64886 0.51790 -0.522
H -4.98396 1.93234 -1.44491 0.265
H -1.70435 0.71830 5.23131 0.280
H 6.61356 1.77327 0.88273 0.829
C 4.27028 4.75407 0.19533 -0.399
H -3.25288 6.17773 2.67439 0.416
O 1.65621 2.73981 3.27353 0.366
H -0.02792 -2.02410 0.05539 0.604
H -0.96808 -4.31387 -5.59991 0.015
H 2.22907 4.78182 6.84671 0.278
C -3.35263 0.01152 6.10758 -0.016
C -1.41343 2.19320 -3.88058 -0.794
H -0.89754 4.75128 -1.76376 0.415
O 3.32843 -2.65973 3.98297 -0.263
O 7.20853 4.07210 2.12949 -0.551
C -4.76814 3.22141 1.76354 -0.107
C -5.94128 3.70043 1.27742 -0.539
C 6.52062 3.12706 -3.76966 -0.090
H -2.08916 4.25441 3.31102 0.162
C 3.65448 0.05842 2.34921 -0.159
H 1.04901 -2.00785 -3.19945 0.061
H 1.70641 1.43387 -1.68116 0.292
H 7.73703 4.82796 1.86313 0.342
H 3.35067 -4.47372 4.98799 0.295
H 2.57268 4.15054 -1.66248 0.055
O -0.56434 1.88415 4.42657 -0.439
C 2.80695 -5.45255 -2.92982 -0.697
H 1.74773 0.06407 7.40549 0.398
C 1.89362 -1.32134 -3.14087 -0.918
C 1.91096 -3.22468 -7.17417 0.477
H 8.34742 3.84929 -2.91138 0.348
C -6.31781 -2.35444 3.54093 -0.939
O -2.06394 -0.09827 5.58558 -0.155
P 0.83791 2.31154 4.64103 0.040
O 1.39744 -1.71478 2.84067 0.603
O 3.01893 -2.36748 -7.02644 -0.472
C -7.05364 -1.24563 3.10916 1.252
C -5.13005 5.98525 1.69096 -0.792
C 1.95548 -6.13147 -3.78343 0.277
H 4.67291 0.43049 2.23767 0.144
H 1.00069 4.66112 3.14838 0.454
H -7.69679 -0.44670 7.08442 0.330
O 2.50517 -3.73926 1.73317 -0.944
C -3.71896 4.10391 2.18236 -0.567
C -3.65751 -3.78799 -4.65822 0.452
H -4.95565 -2.13859 -5.46145 0.445
H 0.32056 -0.07438 6.34148 0.084
C -2.58540 1.67723 -3.32628 -0.349
C 0.79405 -3.10193 -6.24409 0.275
C -3.23348 -1.96539 -2.54023 0.092
C -3.43549 0.00279 7.50962 -0.555
H -4.56718 2.16043 1.78249 0.576
H -4.71849 -3.62796 2.92028 0.469
C 6.21469 3.88239 1.29414 -0.107
H 3.86615 1.84943 -3.45838 0.130
C -0.08442 -5.11433 -7.28719 -0.160
H 4.35183 0.82041 -4.79842 0.340
C 0.19368 -5.60784 -2.20915 -0.753
H -4.44898 0.34850 4.16509 0.698
C 2.39988 4.00812 6.09815 -0.714
C 2.27812 -1.20232 -1.64851 -0.007
H -2.97410 3.99992 -0.81345 0.484
C -1.45340 3.98555 -2.28441 -0.852
H 0.72330 3.73966 1.64649 -0.063
H -4.33751 -0.57171 -3.52875 0.809
O -2.54523 3.61480 2.75922 0.137
O -7.26814 5.56088 0.73959 -0.562
C 6.00448 2.64307 0.68559 -0.707
C 0.42639 -2.29207 3.67625 -0.645
H -7.53944 0.17965 1.67165 0.178
C 8.04153 3.10399 -3.64559 -0.670
H -6.48392 -2.88014 4.46961 0.437
H 6.30029 3.87090 -4.53534 0.496
H 3.01318 3.18629 6.46767 0.287
C 5.03719 2.54735 -0.25379 -0.354
C 5.33362 4.93760 1.10961 -0.680
O -8.10041 -0.77462 3.86515 -0.551
C -3.98892 5.49917 2.26918 -0.608
C -3.15532 2.25210 -2.16210 0.579
H -6.63199 0.47934 5.32855 0.699
H -1.76021 -3.38199 -1.89443 0.367
H 4.90093 1.58458 -0.72380 1.077
C -4.71397 -0.07543 8.11351 -0.613
P 2.77915 -2.47837 2.48235 0.263
C -0.90346 3.40782 -3.40797 0.433
H -2.28963 -1.01137 1.33986 0.297
C -5.82588 -1.07949 1.08073 -0.151
H -0.53553 -2.47458 3.19718 0.307
H 3.35855 0.00104 3.39670 0.326
H 0.78950 1.40260 7.22479 0.372
H 5.99483 3.43247 -2.86501 -0.071
C -2.54616 -3.16772 -2.60350 0.089
H -7.60883 4.80660 0.25318 0.290
O -0.95621 -6.14425 -7.34758 -0.552
H 1.72071 -0.35970 -3.62404 0.303
C 0.16912 -0.98275 -0.15237 -1.136
O 6.05893 1.83381 -4.12269 -0.346
H 3.02617 0.64837 1.68192 0.036
H 8.96901 2.39765 -1.11762 0.347
C -2.57111 3.37481 -1.59654 -0.447
C 0.62151 -6.18680 -3.39926 -0.251
O 3.67732 -1.24715 1.79928 -0.207
C -6.84563 -0.61960 1.88670 -0.708
C 4.09463 3.59896 -0.47443 -0.309
H 8.43867 3.43562 -4.60497 0.364
H -4.03053 -2.18811 -0.31863 0.152
C -0.23641 -4.06590 -6.35462 0.496
O 0.69314 -4.30587 -0.21410 -0.560
C -5.74797 0.14647 5.85210 -0.657
C 3.96545 -3.91325 4.28371 -0.842
C -5.89468 -0.08925 7.27167 0.085
O 1.08086 3.65266 5.55689 -0.370
C -0.05646 1.21242 -0.23926 -1.397
C -2.71534 -4.11256 -3.62056 -0.376
C -4.43949 0.19327 5.23383 -0.132
O 0.43518 3.71461 -3.82819 -0.560
H 0.64827 -3.12327 4.34556 0.300
O -7.14317 -0.17705 7.82089 -0.559
C -5.06994 -2.15897 1.38599 -0.204
O 3.07672 3.36508 -1.43754 -0.017
H -3.38999 -0.32653 -1.84684 -0.896
C -6.10605 5.05203 1.27102 0.969
C 1.15559 0.56085 6.63694 -0.766
H 3.50605 -2.17410 -7.83075 0.292
H -2.45426 0.00284 7.96086 0.417
H -8.66307 -0.17211 3.37322 0.292
H -1.60845 -6.32804 -6.66759 0.237
O 2.36750 -6.71881 -4.89788 -0.614
H 2.79720 -1.79892 -3.51977 0.544
H -5.29564 7.05115 1.63767 0.453
H -3.00052 0.78082 -3.76277 0.339
C 2.40056 -4.97467 -1.68870 -0.576
```

---

Computed, not measured: a 20-piece molecular cluster, C64H91N21O3 overall at a distorted geometry, with the ωB97M-V functional and the def2-TZVPD basis.

The calculation puts the LUMO energy at 0.13 eV. The value obtained for the HOMO-LUMO gap is 8.996 eV. The net charge is 0.

Structure (XYZ):
```
179
Properties=species:S:1:pos:R:3:mulliken_charge:R:1
H -4.74430 -1.32632 4.19581 0.252
H 3.91413 4.88957 8.15143 0.312
H 4.58583 1.34506 -6.44348 0.305
C 6.02485 4.16415 0.64944 0.476
C -5.02003 -2.33912 3.91964 -0.892
H -2.18835 -3.28792 -2.99988 0.672
H -0.80638 -2.07218 -4.06080 0.565
C -4.67746 1.82291 -0.88579 -0.388
O -2.48756 3.78938 0.89298 -0.597
H -0.17776 2.72754 -2.19312 0.456
N -2.64529 1.70191 -5.98188 -0.468
C -3.78510 -0.59496 -0.39988 0.502
C 1.06855 1.30160 -1.15492 0.727
N 6.39857 8.68240 -0.06497 -0.401
N -9.90368 -0.92240 -0.00357 -0.546
H 5.33924 3.23940 11.88182 0.272
C 5.78377 -1.81507 3.25822 -0.326
H 2.91204 2.40705 -1.22241 0.433
C -2.84772 -1.30573 0.34799 0.908
H -1.26609 1.29039 1.86850 0.648
C 9.70301 3.73538 2.63732 0.372
C -8.87002 -0.42228 0.00482 0.077
H -5.21251 2.32988 -4.28941 0.002
C 4.72244 4.33882 7.67308 -0.617
N -5.55073 -2.21502 -0.73206 -0.357
C -3.17264 2.89929 0.47248 0.015
H 7.35172 0.43865 -1.69176 0.363
H -6.31713 -0.59775 -8.50608 0.277
H 6.20030 1.23122 -0.60301 -0.022
H -2.38646 0.27477 7.68904 0.317
C -0.42450 -2.62422 -2.04208 1.093
H -10.21234 2.46636 0.72405 0.251
H 3.71048 3.33437 4.33059 0.216
H 2.57811 0.58464 0.81472 0.432
C -4.76309 -1.28494 -1.27404 1.237
C -3.77924 0.78146 -0.29107 0.628
N 4.34535 -1.67039 -5.62482 -0.456
C -6.76988 -2.05105 -7.07119 0.427
H -5.58346 -2.31247 2.98636 0.228
H -5.63681 -2.76134 4.70576 0.375
H -7.24063 -3.07963 -3.49596 0.522
H 6.69226 5.87559 1.65393 0.318
C 1.78933 -0.39087 5.15273 0.562
C 3.26124 0.65554 -0.03373 -0.316
C -2.32346 -0.65082 7.12024 -0.607
C 7.81694 8.64437 -2.24783 -0.800
H -10.49373 3.20460 2.31174 0.297
H 5.02905 1.27239 -4.73206 0.013
H 9.16839 1.98760 1.61847 0.051
C -5.69725 -1.59996 -3.44212 -1.211
C 0.07240 -2.35242 -3.48400 -1.641
N -4.42653 3.07697 -0.20507 -0.177
C 5.16672 0.79856 -5.70351 -0.584
N -6.23310 -9.20526 -5.40401 -0.428
H 3.98705 -4.07136 -4.55153 0.293
H -5.49016 3.07766 -5.87725 0.338
H 1.81842 -1.27944 7.04380 0.276
H 4.11359 1.24827 0.28460 -0.052
N 4.30859 -3.96250 3.27369 -0.446
H 5.67223 -1.28737 4.19922 0.238
C -3.64746 -1.23430 6.98022 0.339
H 1.20602 2.17000 -3.10075 0.576
C -6.30957 -6.38776 -1.94915 0.417
H -4.39141 -9.69366 -2.90656 0.264
H -8.27738 -7.08549 -2.10124 0.285
C 4.94474 1.77578 3.69319 0.484
H -0.23231 -0.25339 -5.05345 0.494
H -1.21590 1.32858 -3.73770 -0.124
H -7.88420 -5.72206 -3.16562 0.174
N -7.39674 3.33864 1.76321 -0.446
C 9.75919 2.28877 2.48140 -0.513
C -1.94082 -2.77241 -2.07264 -0.662
C -8.53321 3.34842 1.60122 0.462
C 4.18916 -4.25657 -3.49924 -0.959
H 0.43448 -3.27014 -3.93613 0.491
C -3.58697 2.24321 -5.60998 0.460
C 4.71358 -0.58362 -5.65106 0.433
C 1.09513 -1.20457 -3.66204 1.043
H -2.36488 -1.77647 -2.16894 -0.509
H 5.48342 -1.15608 2.44741 -0.040
H 7.90794 5.05051 0.67115 0.193
H 3.58698 2.92070 2.60570 0.204
C -7.57182 0.23311 0.03418 0.383
H 5.55053 4.23178 8.37480 0.008
C -4.76075 2.92334 -5.08411 -0.599
C 6.86234 5.34888 0.71803 -0.846
N 9.65578 4.87611 2.75723 -0.429
C -2.58163 -3.55967 -0.94243 -0.983
H 6.22796 4.40091 12.88466 0.315
C 6.49211 4.62674 10.82366 0.401
N 5.92783 1.18434 3.74301 -0.581
H 4.78468 4.92136 11.99593 0.267
C -2.89208 1.44570 0.51068 0.450
N 5.37273 3.21986 0.62013 -0.359
H 2.92554 0.87430 -2.11756 0.184
C -0.42588 0.80778 -3.20453 1.084
H 10.79083 1.97352 2.33922 0.309
H -4.46948 3.88930 -4.67661 0.309
H 2.99450 -1.93655 5.89261 0.244
H 1.85826 -1.53372 -4.36181 0.012
H -3.54034 -3.96032 -1.24061 -0.060
C 4.24361 3.02782 7.26342 0.367
N 1.94261 -4.65905 -2.25392 -0.450
H 1.91115 -1.46741 0.10176 0.001
C 5.66015 4.27587 11.96520 -0.813
H -0.11441 -1.76830 -1.44700 -0.754
C -4.81666 -0.97735 -2.61147 -0.157
C -9.96837 3.31234 1.36522 -0.849
H -1.24862 -1.15214 1.72591 0.571
C 0.41681 0.04313 -4.23332 -1.480
N -7.51114 -2.55587 -6.35521 -0.384
C 2.96856 -1.72136 0.08977 -0.100
H 6.21902 0.83012 -5.97916 0.322
H 0.06750 -3.51371 -1.67845 0.849
H -7.02330 -3.58487 -1.14143 0.694
H -1.90363 -0.44229 6.13707 0.133
N -2.88095 -3.77455 3.54820 -0.528
O 3.75446 -0.63447 -0.38566 -0.273
N 7.14813 4.90289 9.92304 -0.428
H 1.54213 -0.96853 -2.70132 -0.742
N -5.35183 -6.21547 -1.34073 -0.406
C -4.10588 -9.40041 -3.91455 -0.746
H 3.25875 -1.99642 1.10444 -0.048
C 6.16534 1.89657 -2.58958 0.463
C 4.95549 -3.01410 3.26014 0.278
H 4.67661 -3.37650 -3.08440 0.226
H 7.57527 9.51261 -2.85706 0.305
H -5.18683 3.20035 0.46852 0.307
H -0.91298 0.12764 -2.50912 -0.630
H -5.72710 -1.34737 -4.48858 0.251
C -1.96498 -0.59494 1.13909 -0.961
H -1.95186 -4.42448 -0.74893 0.952
H -3.42728 -10.14438 -4.32639 0.318
O -5.47663 1.75514 -1.78204 -0.550
H 3.25854 -0.33376 6.62364 0.266
H 2.86220 1.85899 3.83530 -0.103
H -10.28444 4.23403 0.88127 0.295
H -3.60106 -8.43736 -3.87218 0.239
H -7.27070 -7.34083 -3.53884 0.139
H -6.80374 -0.49111 0.30142 -0.198
H 4.85122 -5.11461 -3.39887 0.367
C -6.51768 -2.54931 -2.90038 -0.365
C 6.88179 1.38658 -1.43280 -0.538
C 2.93977 -4.48117 -2.79292 0.498
H 3.12562 -2.57045 -0.56312 0.105
H 6.63638 6.01718 -0.10842 0.112
H 9.35314 1.80847 3.36939 0.244
N 5.60288 2.28079 -3.51382 -0.559
H 8.87576 8.66587 -1.99837 0.268
H 6.82829 -2.09137 3.12720 0.317
H -7.57494 1.03844 0.76619 0.198
H 5.06613 4.89548 6.80327 0.293
C -3.81887 -3.14035 3.74021 0.608
H -4.97657 -1.02805 -7.42463 0.239
C -5.29197 -9.29913 -4.75378 0.371
C -1.95855 0.76803 1.22789 -1.194
H -1.87539 -3.03143 1.05565 0.463
C -2.70254 -2.80080 0.39791 -1.191
C 3.69938 2.51871 3.61167 -0.258
H 7.59978 7.74077 -2.81434 0.274
C 7.02339 8.66440 -1.02741 0.406
N 3.87214 1.99168 6.93858 -0.396
C -5.82776 -1.41635 -7.98236 -0.801
H -5.47283 -2.14423 -8.70870 0.289
H 0.80422 0.25702 -1.01278 -0.704
H -7.34228 0.64900 -0.94406 0.088
H 0.70782 1.84296 -0.28352 0.768
C 2.51007 -1.02647 6.24417 -0.716
C 2.59615 1.36574 -1.20660 -0.750
N -4.68032 -1.71782 6.85856 -0.398
H 1.15983 0.71698 -4.65666 0.502
C -7.50732 -6.64715 -2.73278 -0.601
H -4.14399 -0.23131 -3.00275 0.747
H -1.67504 -1.35064 7.64160 0.233
H -3.58292 -3.18632 0.90778 0.187
C 0.40884 1.84443 -2.43555 -1.629
H 7.64984 2.09820 -1.13574 0.250
N 1.21625 0.12890 4.30382 -0.552
C -6.39108 -2.81351 -1.56528 -1.137
```